{
  "formula": "C3H3N",
  "method": "the ωB97M-V functional and the def2-TZVPD basis",
  "lumo_energy_ev": 0.32,
  "e_above_lowest_ev": 3.8534,
  "orbital_gap_ev": 9.611,
  "elements": ["C", "C", "C", "N", "H", "H", "H"],
  "coordinates": [[0.9353, -0.2865, -0.0061], [-0.9827, -0.7582, -0.0022], [0.2684, 0.8707, -0.0025], [-1.1234, 0.4892, 0.0020], [1.9507, -0.6189, 0.0006], [-1.6359, -1.6010, 0.0041], [0.5876, 1.9047, 0.0041]]
}